A:
ORCA calculation (ωB97M-V/def2-TZVPD) on the molecule C9H18N2O3.

Each line ends with the Löwdin charge.
Geometry (Å):
C 2.715 1.718 0.120  -0.074
C 2.252 0.404 -0.601  -0.492
C 3.413 -0.174 -1.313  -0.118
C 1.764 -0.681 0.265  -0.142
C 0.637 -0.129 1.238  -0.284
N 0.218 -1.182 2.118  0.003
C -0.599 0.325 0.393  -0.437
O -0.470 1.498 -0.051  0.003
N -1.475 -0.585 0.033  0.089
C -2.700 -0.194 -0.637  -0.240
C -3.615 -1.422 -1.132  -0.025
C -3.666 0.785 0.141  -0.440
O -4.917 0.566 0.036  0.029
O -3.236 1.907 0.643  0.122
H 1.898 2.541 0.372  0.116
H 3.459 2.231 -0.637  0.105
H 3.397 1.428 0.891  0.054
H 1.494 0.819 -1.155  0.094
H 3.762 0.257 -2.319  0.094
H 3.445 -1.409 -1.448  0.131
H 4.293 -0.066 -0.522  0.109
H 2.435 -1.219 0.943  0.127
H 1.389 -1.460 -0.346  0.107
H 0.941 0.727 1.682  0.096
H 0.871 -1.972 2.295  0.090
H -0.179 -0.958 3.106  0.133
H -1.570 -1.326 0.913  0.223
H -2.252 0.334 -1.517  0.163
H -4.363 -0.908 -1.839  0.111
H -2.998 -2.081 -1.722  0.064
H -4.072 -1.855 -0.283  0.058
H -2.273 2.081 0.332  0.132

As for the charge: 0. As for the LUMO energy: 0.0199 hartree. The value obtained for the gap between HOMO and LUMO is 10.27 eV. As for the SMILES: CC(C)C[C@H](N)C(=O)N[C@@H](C)C(=O)O. The HOMO energy is -9.72 eV.

B:
ORCA calculation (ωB97M-V/def2-TZVPD) on a structure of composition C9H18N2O3.

Each line ends with the Löwdin charge.
Geometry (Å):
C 0.211 -1.170 0.107  -0.256
C -0.326 0.131 0.707  -0.527
C 0.834 -0.640 -1.197  -0.313
C 1.979 0.515 -0.904  -0.096
C 1.798 -1.729 -1.725  -0.360
C 2.989 -1.912 -0.837  -0.177
C -2.365 1.565 0.922  -0.311
C -2.101 2.932 0.508  -0.532
C -2.516 1.287 2.390  -0.042
H -1.191 -2.306 -1.241  0.032
H -1.664 -2.384 0.352  0.120
H 1.038 -1.562 0.659  0.086
H -0.070 -0.215 -1.810  0.164
H 3.043 0.358 -1.705  0.139
H 2.436 0.338 0.083  0.036
H 1.614 1.657 -0.818  0.102
H 1.217 -2.677 -1.925  0.102
H 2.111 -1.624 -2.866  0.149
H 2.701 -1.730 0.562  0.193
H 3.267 -3.028 -1.092  0.080
H 4.068 -1.215 -1.375  0.158
H -2.227 -0.171 -0.100  0.152
H -3.173 1.310 0.177  0.166
H -2.645 0.150 2.459  0.098
H -1.559 1.665 3.006  0.132
H -3.515 1.787 2.861  0.135
H -0.137 2.578 0.835  0.203
N -0.829 -2.212 -0.341  0.040
N -1.519 0.491 0.280  0.107
O 0.348 0.794 1.460  0.058
O -2.938 3.592 -0.110  0.091
O -0.877 3.427 0.675  0.071

As for the charge: 0. As for the LUMO energy: 0.0130 hartree. The value obtained for the gap between HOMO and LUMO is 10.02 eV. The HOMO energy is -9.67 eV.

What should be chosen as the most stable of them? Choose A.

A:
ORCA calculation (ωB97M-V/def2-TZVPD) on the molecule C9H18N2O3.

Each line ends with the Löwdin charge.
Geometry (Å):
C -3.396 0.325 1.843  -0.096
C -1.940 -0.052 1.788  -0.447
C -1.096 1.035 2.529  -0.059
C -1.448 -0.146 0.354  -0.121
C 0.065 -0.561 0.288  -0.208
N 0.367 -0.672 -1.144  0.114
C 0.838 0.279 -1.950  -0.458
O 1.066 0.113 -3.153  0.031
C 1.189 1.652 -1.343  -0.357
C 1.236 2.698 -2.541  -0.045
N 2.391 1.525 -0.467  0.033
C 0.306 -2.002 0.808  -0.395
O 0.097 -3.052 0.191  0.095
O 0.597 -1.971 2.157  0.095
H -3.593 1.277 1.440  0.066
H -3.696 0.471 2.894  0.086
H -4.014 -0.421 1.422  0.067
H -1.902 -1.058 2.317  0.152
H -1.679 1.423 3.430  0.095
H -0.156 0.639 2.872  0.057
H -1.047 1.852 1.748  0.097
H -1.489 0.760 -0.285  0.126
H -2.015 -1.053 -0.105  0.160
H 0.777 0.167 0.768  0.141
H 0.223 -1.555 -1.522  0.117
H 0.348 1.953 -0.656  0.125
H 0.302 2.773 -3.041  0.061
H 1.603 3.602 -2.055  0.068
H 1.925 2.256 -3.308  0.087
H 2.577 2.443 -0.082  0.062
H 3.176 1.285 -1.188  0.130
H 0.753 -2.884 2.420  0.120

As for the charge: 0. As for the LUMO energy: 0.0226 hartree. The value obtained for the gap between HOMO and LUMO is 10.20 eV. As for the SMILES: CC(C)C[C@H](NC(=O)[C@H](C)N)C(=O)O. The HOMO energy is -9.58 eV.

B:
ORCA calculation (ωB97M-V/def2-TZVPD) on a structure of composition C9H18N2O3.

Each line ends with the Löwdin charge.
Geometry (Å):
C 2.752 -0.524 -0.190  -0.456
C 1.411 -0.820 0.565  -0.430
C 3.212 0.880 0.273  -0.050
C -0.925 -1.115 0.616  -0.228
C -1.895 -2.134 0.068  -0.422
C -1.669 0.199 0.611  -0.414
C -0.951 1.316 1.364  -0.074
C -1.770 0.756 -0.741  -0.248
C -2.694 2.047 -0.783  -0.074
H 4.033 -0.986 -2.039  0.252
H 2.116 -1.825 -1.782  0.126
H 3.271 -1.288 0.513  0.157
H 4.192 1.085 -0.211  0.083
H 3.249 0.883 1.344  0.073
H 2.470 1.585 -0.068  0.065
H 0.357 -0.432 -0.926  0.092
H -0.525 -1.390 1.563  0.146
H -2.773 0.055 1.018  0.187
H -1.751 1.908 2.006  0.100
H -0.345 2.242 0.566  0.160
H 0.091 0.704 2.000  0.160
H -0.744 0.945 -1.197  0.119
H -2.239 0.014 -1.427  0.124
H -3.024 2.401 -1.743  0.064
H -3.513 1.838 -0.237  0.028
H -2.315 3.027 -0.446  0.075
H -0.245 -3.038 -0.526  0.087
N 2.600 -0.757 -1.640  -0.037
N 0.279 -0.990 -0.137  0.096
O 1.575 -1.220 1.771  -0.010
O -3.087 -2.102 0.082  0.154
O -1.143 -3.264 -0.267  0.092

As for the charge: 0. As for the LUMO energy: -0.0051 hartree. The value obtained for the gap between HOMO and LUMO is 9.86 eV. The HOMO energy is -9.99 eV.

What should be chosen as the most stable of them? Choose A.

A:
ORCA calculation (ωB97M-V/def2-TZVPD) on a cluster of 2 separate species, C2H9N2O in total.

Each line ends with the Löwdin charge.
Geometry (Å):
C 0.068 -1.255 1.251  -0.018
N -1.572 0.640 -1.359  0.179
C -1.363 -0.165 -0.316  -0.111
N -0.145 -0.338 0.124  0.041
H 0.866 -1.954 0.994  0.100
H -0.788 -1.841 1.560  0.098
H 0.464 -0.675 2.082  0.099
H -0.989 0.704 -2.163  0.130
H -2.520 0.857 -1.595  0.123
H -2.198 -0.600 0.212  0.164
H 0.598 0.221 -0.273  0.108
H 2.699 1.242 0.584  0.070
H 2.716 1.775 -0.889  0.058
O 2.166 1.388 -0.212  -0.041

As for the charge: +1. As for the LUMO energy: -0.1328 hartree. The value obtained for the gap between HOMO and LUMO is 11.48 eV. The HOMO energy is -15.10 eV.

B:
ORCA calculation (ωB97M-V/def2-TZVPD) on a structure of composition C2H9N2O.

Each line ends with the Löwdin charge.
Geometry (Å):
C 0.551 -0.262 2.118  -0.039
N -0.246 -1.008 1.095  0.085
H 0.125 0.743 2.278  0.101
H 1.596 -0.152 1.785  0.101
H 0.543 -0.803 3.079  0.096
H -1.233 -1.114 1.405  0.172
H -0.242 -0.501 0.187  -0.232
H 0.152 -1.956 0.941  0.172
O -0.303 -0.089 -0.743  0.138
C -0.015 0.809 -1.514  -0.224
N -0.412 0.872 -2.812  0.186
H 0.615 1.682 -1.218  0.170
H -0.995 0.122 -3.192  0.140
H -0.135 1.656 -3.408  0.136

As for the charge: +1. As for the LUMO energy: -0.1047 hartree. The value obtained for the gap between HOMO and LUMO is 12.84 eV. The HOMO energy is -15.69 eV.

What should be chosen as the most stable of them? Choose A.

A:
ORCA calculation (ωB97M-V/def2-TZVPD) on the ion C2H9N2O with charge +1.

Each line ends with the Löwdin charge.
Geometry (Å):
N 0.937 1.461 0.421  0.176
C 0.053 0.327 1.088  -0.112
N -0.934 -0.199 0.155  -0.063
C -0.559 -0.931 -1.021  -0.292
O 0.370 -1.997 -0.799  -0.045
H 1.594 1.021 -0.188  0.131
H 0.306 2.096 -0.199  0.207
H 1.362 2.089 1.096  0.154
H 0.943 -0.413 1.147  0.156
H -0.415 0.735 2.002  0.144
H -1.927 0.013 0.336  0.144
H -0.008 -0.236 -1.684  0.113
H -1.561 -1.133 -1.535  0.161
H -0.163 -2.834 -0.821  0.124

As for the charge: +1. As for the LUMO energy: -0.1370 hartree. The value obtained for the gap between HOMO and LUMO is 10.42 eV. As for the SMILES: [NH3+]CNCO. The HOMO energy is -14.15 eV.

B:
ORCA calculation (ωB97M-V/def2-TZVPD) on a cluster of 2 separate species, C2H9N2O in total.

Each line ends with the Löwdin charge.
Geometry (Å):
C -1.350 -1.156 -1.827  -0.017
N -0.232 0.351 1.311  0.200
C -0.931 -0.286 0.398  -0.140
N -0.473 -0.663 -0.761  0.024
H -2.288 -1.502 -1.398  0.099
H -1.539 -0.346 -2.493  0.088
H -0.883 -1.958 -2.394  0.103
H 0.752 0.520 1.124  0.078
H -0.609 0.257 2.244  0.141
H -1.939 -0.619 0.623  0.166
H 0.499 -0.650 -1.038  0.167
H 2.705 1.697 -0.127  0.064
H 3.140 1.466 1.309  0.073
O 2.357 1.452 0.739  -0.047

As for the charge: +1. As for the LUMO energy: -0.1226 hartree. The value obtained for the gap between HOMO and LUMO is 11.81 eV. The HOMO energy is -15.15 eV.

What should be chosen as the most stable of them? Choose B.